# C5H7NO2

A structure of composition C5H7NO2 in a non-equilibrium geometry (ωB97M-V/def2-TZVPD, the Open Molecules 2025 dataset).

Structure (XYZ):
```
15
C5H7NO2 ωB97M-V/def2-TZVPD
C 1.20818 -1.08681 1.06936
C -0.22488 -1.97298 0.60764
C -0.85447 -0.71177 -0.19704
C 0.92385 0.22172 0.19928
C -1.26055 0.51519 -0.95738
H 1.12396 -0.88943 2.05838
H 2.08650 -1.57896 0.76234
H -0.94875 -2.12520 1.47533
H -0.13733 -2.81153 -0.09846
H -0.12294 -1.02660 -1.02839
H 0.99476 -0.10176 -0.89632
H -2.30530 0.62561 -1.47865
N -0.46203 1.52661 -1.06371
O -0.33166 0.22944 0.68233
O 0.80547 1.69924 -0.39225
```

Results
Charge: 0
HOMO level, eV: -8.7
Electronic energy, hartree: -399.50179
Orbital gap, eV: 9.09
LUMO, eV: 0.3917
Relative energy (zero: lowest compared OMol25 entry of this formula, charge and spin), kcal/mol: 291.0